[1]
{"formula": "C4H10N2O2", "method": "ωB97M-V/def2-TZVPD", "fmax_ha_per_bohr": 0.052, "smiles": "COCO/C(C)=N\\N", "charge": 0, "lumo_energy_ev": 0.89, "homo_lumo_gap_ev": 9.1, "de_lowest_kcal_mol": 93.1, "symbols": ["C", "O", "C", "O", "C", "C", "N", "N", "H", "H", "H", "H", "H", "H", "H", "H", "H", "H"], "xyz": [[2.4981, -0.5748, -0.7522], [1.6730, 0.3335, -0.0930], [1.0058, -0.2323, 0.9672], [-0.2224, -0.8033, 0.6011], [-1.2959, -0.2095, -0.0370], [-2.2344, -1.3131, -0.3511], [-1.4861, 1.0278, -0.2609], [-0.5560, 1.9871, 0.0625], [3.0829, -0.9964, 0.1066], [3.1086, 0.1529, -1.4101], [1.9908, -1.3184, -1.3752], [0.9003, 0.4250, 1.8170], [1.5491, -1.1720, 1.2855], [-2.2446, -2.0232, 0.5007], [-3.3236, -1.1210, -0.6524], [-1.7564, -1.9411, -1.2007], [0.4093, 1.8094, -0.2490], [-0.8678, 2.8174, -0.4598]], "nbo_charge": [-0.2526, -0.5542, 0.2288, -0.5598, 0.4852, -0.6597, -0.3226, -0.6758, 0.1763, 0.1996, 0.1844, 0.1807, 0.1549, 0.2298, 0.2393, 0.2216, 0.3680, 0.3561]}

***

[2]
{"formula": "C4H10N2O3", "method": "ωB97M-V/def2-TZVPD", "fmax_ha_per_bohr": 0.107, "charge": 0, "lumo_energy_ev": 0.47, "homo_lumo_gap_ev": 8.8, "de_lowest_kcal_mol": 98.9, "symbols": ["C", "C", "C", "O", "N", "H", "H", "H", "H", "H", "H", "H", "C", "N", "O", "O", "H", "H", "H"], "xyz": [[0.1204, -1.5848, -0.4228], [-0.9745, 1.5923, -0.3037], [0.3211, 0.9912, -0.7559], [-0.9819, -1.4876, -1.2896], [0.6641, 0.8349, -1.9516], [-0.7494, -0.8542, -1.9886], [1.6481, 0.6421, -2.1163], [-0.0505, -2.5241, 0.1073], [1.1007, -1.6843, -0.8968], [-1.7930, 0.8875, -0.4294], [-0.9215, 1.8787, 0.7479], [-1.1193, 2.5367, -0.8249], [0.6258, -0.7341, 1.2397], [-0.5364, -0.5084, 1.9466], [1.3400, 0.9562, 0.3916], [1.5730, -1.3146, 1.7000], [1.7736, 1.8050, 0.5895], [-0.6435, -0.9761, 2.8336], [-1.3969, -0.4565, 1.4234]], "nbo_charge": [-0.1761, -0.7282, 0.6207, -0.7230, -0.6853, 0.4848, 0.3764, 0.1884, 0.1692, 0.2502, 0.2441, 0.2476, 0.7288, -0.8854, -0.7720, -0.6258, 0.5032, 0.3967, 0.3857]}

***

[3]
{"formula": "C4H10N2OS", "method": "ωB97M-V/def2-TZVPD", "spin_multiplicity": 2, "fmax_ha_per_bohr": 0.020, "charge": -1, "lumo_energy_ev": [3.27, 3.26], "s2": 0.753, "homo_lumo_gap_ev": [6.2, 5.8], "de_lowest_kcal_mol": 41.9, "symbols": ["O", "C", "N", "C", "C", "S", "C", "N", "H", "H", "H", "H", "H", "H", "H", "H", "H", "H"], "xyz": [[2.1635, 1.8398, -0.1824], [1.1436, 0.9788, -0.5054], [0.0517, 1.7008, -1.0022], [-1.2814, 1.0666, -1.0258], [-1.8727, 0.7410, 0.3569], [-1.5743, -2.5120, 0.9645], [1.2481, -0.3476, -0.3572], [2.2415, -0.9016, 0.4911], [-0.0047, 2.5699, -0.4895], [-1.1686, 0.1339, -1.5841], [-1.8799, 1.8134, -1.5342], [-1.4777, 1.4183, 1.1212], [-2.9642, 0.7699, 0.3113], [-1.6857, -0.3376, 0.5851], [0.4709, -0.9984, -0.7357], [2.7590, 1.5039, 0.4856], [3.2203, -0.7464, 0.2728], [2.1273, -1.9042, 0.5272]], "nbo_charge": [-0.7203, 0.4160, -0.6289, -0.2132, -0.6948, -0.9250, -0.2134, -0.8509, 0.3609, 0.2018, 0.1746, 0.1830, 0.1914, 0.2885, 0.2303, 0.4803, 0.3408, 0.3790]}

***

[4]
{"formula": "C4H10N2OS", "method": "ωB97M-V/def2-TZVPD", "fmax_ha_per_bohr": 0.132, "charge": 0, "lumo_energy_ev": -4.31, "homo_lumo_gap_ev": 5.2, "de_lowest_kcal_mol": 178.0, "symbols": ["O", "C", "N", "C", "C", "S", "C", "N", "H", "H", "H", "H", "H", "H", "H", "H", "H", "H"], "xyz": [[-0.9684, -2.7667, 1.8566], [0.0257, -2.9625, 1.0104], [0.5564, -2.1630, 0.1686], [0.0360, -0.8153, 0.3228], [0.9606, 0.1437, 1.0955], [0.6326, 3.5574, -1.2756], [-0.3859, -0.1685, -1.0253], [-1.1960, 1.0178, -0.8599], [0.4770, -3.9532, 0.9580], [-0.1303, -2.3321, 2.2507], [-0.9484, -0.8871, 0.8095], [1.3328, 0.9884, 0.5102], [1.8758, -0.3925, 1.3610], [0.4731, 0.6630, 1.9155], [-1.0576, -0.9488, -1.3964], [0.4705, -0.1081, -1.7121], [-0.5437, 1.8154, -0.7751], [-1.5852, 1.4345, -1.7115]], "nbo_charge": [-0.6354, 0.3169, -0.4417, -0.1256, -0.6454, 0.0104, -0.2146, -0.8390, 0.1570, 0.5031, 0.1966, 0.2147, 0.2195, 0.2200, 0.1889, 0.1674, 0.3466, 0.3605]}

***

[5]
{"formula": "C4H10N2OS", "method": "ωB97M-V/def2-TZVPD", "fmax_ha_per_bohr": 0.118, "charge": 0, "lumo_energy_ev": 0.62, "homo_lumo_gap_ev": 9.6, "de_lowest_kcal_mol": 112.0, "symbols": ["C", "C", "C", "C", "H", "H", "H", "H", "H", "H", "H", "H", "H", "H", "N", "N", "O", "S"], "xyz": [[-1.9661, 0.7927, 1.7733], [-0.0529, 0.4983, 0.4576], [0.0599, -1.0784, 0.5407], [-0.5278, -1.5892, -0.7297], [-1.5490, 0.9693, 2.9341], [-2.9438, 1.5520, 1.5852], [-2.3013, -0.3623, 1.5158], [-0.6332, -1.2815, 1.4027], [1.0858, -1.2008, 0.8821], [-0.0749, -1.1340, -1.6995], [-0.3967, -2.6737, -0.6193], [-2.3169, -0.1857, -0.3227], [1.0053, 2.0948, -0.5351], [3.0183, 0.8489, 0.0008], [-0.9235, 1.2961, 0.9261], [0.8502, 1.0341, -0.5113], [-1.9577, -1.3573, -0.6306], [2.2627, 0.2612, -0.9534]], "nbo_charge": [-0.4823, 0.4688, -0.5227, -0.0722, 0.2181, 0.2142, 0.2011, 0.2343, 0.2478, 0.1871, 0.2007, 0.4834, 0.4127, 0.0869, -0.5270, -0.7998, -0.7486, 0.1974]}

***

[6]
{"formula": "C4H10N2P", "method": "ωB97M-V/def2-TZVPD", "fmax_ha_per_bohr": 0.094, "charge": 1, "lumo_energy_ev": -5.10, "homo_lumo_gap_ev": 8.9, "de_lowest_kcal_mol": 20.8, "symbols": ["C", "C", "C", "C", "N", "N", "P", "H", "H", "H", "H", "H", "H", "H", "H", "H", "H"], "xyz": [[0.1240, -1.3239, -0.5936], [0.9288, 0.0151, -0.7551], [0.1121, 0.0687, 1.3277], [-0.8281, -0.9558, 0.5050], [-2.0121, 1.1441, -0.5562], [0.3101, 0.9838, 0.1789], [-2.5011, -0.2409, -0.0032], [-0.4311, -1.5928, -1.4607], [0.7278, -2.0893, -0.3251], [2.0225, -0.0489, -0.4841], [1.0869, 0.4939, -1.7808], [-0.2250, 0.6375, 2.1274], [1.0153, -0.3642, 1.6685], [-1.2034, -1.8122, 1.2422], [-2.5401, 1.7782, -1.1032], [0.9768, 1.7125, 0.4409], [-0.7004, 1.3641, -0.3651]], "nbo_charge": [-0.4257, -0.2537, -0.2086, -0.5860, -1.1324, -0.5783, 1.2306, 0.2317, 0.2424, 0.2280, 0.2413, 0.2248, 0.2187, 0.2707, 0.4235, 0.4220, 0.4511]}

***

[7]
{"formula": "C4H10N3", "method": "ωB97M-V/def2-TZVPD", "fmax_ha_per_bohr": 0.082, "charge": 1, "lumo_energy_ev": [-4.83, -3.59], "homo_lumo_gap_ev": [5.7, 8.2], "de_lowest_kcal_mol": 116.6, "symbols": ["C", "C", "C", "C", "N", "N", "N", "H", "H", "H", "H", "H", "H", "H", "H", "H", "H"], "xyz": [[0.5673, -1.8107, -0.5503], [-1.0751, 1.1866, 1.0561], [-1.4951, 2.4911, 0.5618], [0.4848, 0.4527, -1.3290], [-1.0661, 0.2484, 1.8738], [1.2266, -2.7586, 0.1141], [1.0327, -0.5780, -0.7301], [-0.4235, -1.9880, -0.8823], [-1.7089, 2.1912, -0.4438], [-0.5709, 2.9997, 0.6976], [-2.3388, 2.9611, 1.1114], [-0.5304, 0.3720, -1.7477], [0.9038, 1.4573, -1.2829], [-0.2645, -0.4071, 1.8788], [1.1156, -3.6526, -0.1546], [2.2049, -2.6483, 0.2080], [1.9375, -0.5168, -0.3808]], "nbo_charge": [0.2656, 0.4360, -0.7254, -0.2543, -0.5991, -0.7266, -0.4578, 0.2165, 0.2590, 0.2703, 0.2663, 0.2132, 0.2339, 0.3907, 0.4077, 0.3906, 0.4135]}

***

[8]
{"formula": "C4H10N3", "method": "ωB97M-V/def2-TZVPD", "fmax_ha_per_bohr": 0.079, "smiles": "[H]/N=C(\\[NH3+])NC1CC1", "charge": 1, "lumo_energy_ev": -3.75, "homo_lumo_gap_ev": 10.1, "de_lowest_kcal_mol": 78.2, "symbols": ["H", "N", "C", "N", "N", "C", "C", "C", "H", "H", "H", "H", "H", "H", "H", "H", "H"], "xyz": [[1.7550, -2.1134, -0.6567], [0.9953, -1.3832, -0.5610], [1.0492, -0.2128, -0.2657], [2.5523, 0.4473, 0.2882], [0.0916, 0.6745, -0.1808], [-1.0941, 0.0298, -0.5507], [-1.8202, -0.8414, 0.4873], [-2.2445, 0.5987, 0.1458], [2.5562, 0.3391, 1.2942], [3.1717, -0.2398, -0.1813], [2.6127, 1.4328, 0.0658], [0.3445, 1.6086, -0.3338], [-1.0170, -0.2108, -1.5226], [-1.3234, -0.8167, 1.4935], [-2.4104, -1.5733, 0.0264], [-3.1991, 0.8604, -0.4006], [-2.0198, 1.4002, 0.8521]], "nbo_charge": [0.4267, -0.6680, 0.6489, -0.8087, -0.6007, -0.0906, -0.3966, -0.4096, 0.4398, 0.4494, 0.4343, 0.4111, 0.2174, 0.2348, 0.2483, 0.2421, 0.2214]}